Entry 1:
Density functional theory data (ωB97M-V/def2-TZVPD) for C7H28CuN14O7 as an isolated structure.

Output
Total charge: 0
F_max: 8.31 eV/Å
Gap between HOMO and LUMO (spin up / spin down): 1.77 / 7.30 eV
2S+1: 2
ΔE to the lowest compared entry with this formula, charge and spin: 9.29 kcal/mol
HOMO (spin up / spin down): -1.6 / -7.3 eV

Element x y z (Å)
1 Cu 0.0930 -0.5867 -0.0030
2 C -2.8435 -1.8483 -1.7071
3 O -1.8973 -1.3239 -1.1632
4 N -4.0745 -1.9499 -1.2262
5 N -2.8680 -2.4359 -2.8226
6 H -4.3216 -1.5243 -0.3442
7 H -4.6340 -2.7235 -1.5557
8 H -2.0519 -2.6019 -3.3940
9 H -3.7410 -2.5209 -3.3235
10 C 1.7931 0.4686 -2.6060
11 O 0.6999 0.2226 -2.0187
12 N 2.7241 -0.3733 -2.6280
13 N 1.9998 1.6393 -3.2031
14 H 2.6806 -1.3026 -2.2347
15 H 3.5808 -0.0148 -3.0250
16 H 2.8623 1.8342 -3.6912
17 H 1.3228 2.3680 -3.0279
18 C -1.5383 -2.8636 1.6524
19 O -0.3760 -2.5634 1.4855
20 N -2.0204 -3.9590 1.1234
21 N -2.5213 -2.1545 2.1345
22 H -1.4442 -4.7052 0.7611
23 H -3.0136 -4.1403 1.0964
24 H -3.4998 -2.4044 2.1237
25 H -2.3370 -1.2156 2.4581
26 C -2.3676 1.0093 2.2880
27 O -1.6558 0.9483 1.3250
28 N -3.6657 1.0779 2.2105
29 N -1.9970 0.7494 3.5221
30 H -4.0901 0.7832 3.0783
31 H -4.1456 1.1195 1.3227
32 H -1.0672 1.1100 3.6820
33 H -2.6588 0.8738 4.2748
34 C 3.5823 -1.9861 0.7461
35 O 2.4551 -1.6020 0.4348
36 N 4.5433 -1.2047 1.1630
37 N 3.8435 -3.2429 0.5336
38 H 4.3108 -0.2990 1.5446
39 H 5.4475 -1.6548 1.1519
40 H 4.7581 -3.6479 0.6736
41 H 3.0192 -3.8264 0.5241
42 C 2.3847 1.8924 1.0096
43 O 1.3025 1.3701 0.8778
44 N 2.9029 2.1768 2.1559
45 N 3.1438 2.2329 0.0327
46 H 2.3056 1.9626 2.9416
47 H 3.7603 2.7104 2.1736
48 H 2.7436 2.1253 -0.8884
49 H 4.0317 2.6378 0.2930
50 C -0.7435 3.5413 -1.9869
51 O -0.4470 3.3081 -3.1608
52 N -0.8387 4.7452 -1.4197
53 N -1.1582 2.6887 -1.1595
54 H -1.2676 4.9306 -0.5243
55 H -0.4524 5.4913 -1.9802
56 H -1.5591 2.9267 -0.2635
57 H -0.9945 1.7315 -1.4371

Forces on atoms 1 to 2 (eV/Å):
Cu -0.039 -0.048 0.090
C 0.195 1.669 3.706

Entry 2:
Density functional theory data (ωB97M-V/def2-TZVPD) for C33H29Br2CsN11O3S2 as an isolated structure.

Output
Total charge: -1
F_max: 0.41 eV/Å
Gap between HOMO and LUMO: 7.23 eV
2S+1: 1
ΔE to the lowest compared entry with this formula, charge and spin: 1.66 kcal/mol
HOMO: -5.2 eV

Element x y z (Å)
1 Cs -0.1187 1.0167 1.1351
2 C 0.1334 0.0856 5.7371
3 C 0.5281 -0.7324 4.5414
4 N -0.2882 -1.3018 3.7433
5 N -1.6212 -1.0192 3.9495
6 C -2.5429 -1.6580 3.1562
7 N -3.6620 -0.9249 2.9784
8 S -2.3361 -3.1892 2.5355
9 C 1.9643 -0.8468 4.1576
10 C 2.9683 -1.1172 5.0808
11 C 4.2765 -1.1987 4.6318
12 C 4.5413 -0.9960 3.2872
13 C 3.4732 -0.7272 2.4443
14 N 2.2156 -0.6496 2.8631
15 H -0.0909 1.1152 5.4408
16 H 0.9396 0.1203 6.4674
17 H -0.7645 -0.3230 6.2013
18 H -1.8152 -0.0305 4.1227
19 H -3.5302 0.0875 2.9534
20 H -4.3366 -1.3304 2.3532
21 H 2.7285 -1.2759 6.1240
22 H 5.0792 -1.4133 5.3262
23 H 5.5485 -1.0185 2.8950
24 H 3.6350 -0.5426 1.3901
25 C -3.0350 1.4644 -1.8497
26 C -3.3832 2.4628 -0.7811
27 C -4.0811 3.6520 -1.0840
28 C -4.3503 4.5497 -0.0950
29 C -3.9435 4.2869 1.2324
30 C -4.1569 5.1642 2.3216
31 Br -5.0334 6.8366 2.0575
32 C -3.7397 4.8336 3.5764
33 C -3.0977 3.6113 3.7982
34 Br -2.5474 3.1910 5.5660
35 C -2.8375 2.6685 2.7977
36 O -2.2638 1.5506 3.0210
37 C -3.2834 3.0522 1.4540
38 N -3.0191 2.1817 0.4483
39 H -3.3882 1.7853 -2.8289
40 H -3.4788 0.4957 -1.6179
41 H -1.9549 1.3201 -1.9152
42 H -4.3873 3.8503 -2.1034
43 H -4.8722 5.4710 -0.3161
44 H -3.9036 5.5104 4.4032
45 O 1.6006 2.5842 -0.5490
46 N 2.5988 2.1053 0.0585
47 C 3.7820 2.2655 -0.5142
48 C 4.9241 1.7192 0.1410
49 N 5.8518 1.2791 0.6638
50 C 3.9272 2.9088 -1.7844
51 N 4.0104 3.4272 -2.8097
52 C 1.3098 0.7042 -5.5097
53 C 0.9812 0.5601 -4.0371
54 N 1.5506 1.4777 -3.2362
55 O 0.2548 -0.3324 -3.6195
56 H 2.3883 0.6566 -5.6646
57 H 0.9581 1.6671 -5.8826
58 H 0.8259 -0.0943 -6.0646
59 H 2.1194 2.2278 -3.5935
60 H 1.3884 1.5005 -2.2386
61 S 1.6346 -5.1587 -2.8881
62 C 1.5307 -3.7380 -1.8250
63 C 2.5107 -2.7577 -1.8902
64 C 2.4068 -1.6658 -1.0414
65 N 1.4227 -1.5183 -0.1589
66 C 0.4856 -2.4629 -0.1118
67 C 0.4942 -3.5934 -0.9149
68 C 0.6498 -4.6537 -4.2594
69 C 0.3899 -5.6248 -5.2283
70 C -0.3407 -5.2691 -6.3440
71 N -0.8247 -4.0431 -6.5590
72 C -0.5712 -3.1368 -5.6198
73 C 0.1540 -3.3753 -4.4584
74 H 3.3241 -2.8385 -2.5981
75 H 3.1487 -0.8736 -1.0765
76 H -0.3065 -2.3335 0.6217
77 H -0.2902 -4.3331 -0.8329
78 H 0.7495 -6.6387 -5.1065
79 H -0.5544 -6.0070 -7.1100
80 H -0.9647 -2.1412 -5.7944
81 H 0.3116 -2.5618 -3.7638

Forces on atoms 1 to 2 (eV/Å):
Cs 0.086 -0.368 0.154
C 0.027 0.011 -0.037

Entry 3:
Density functional theory data (ωB97M-V/def2-TZVPD) for C17H28N2OS as an isolated structure.

Output
Total charge: 0
F_max: 19.59 eV/Å
Gap between HOMO and LUMO: 7.85 eV
2S+1: 1
ΔE to the lowest compared entry with this formula, charge and spin: 622.79 kcal/mol
HOMO: -7.8 eV

Element x y z (Å)
1 C -0.2589 -3.1621 -1.9797
2 C -1.6765 -3.1803 -1.2298
3 C -1.9017 -2.6145 -0.1612
4 C -0.8682 -1.6147 0.6505
5 N -1.5645 -0.1716 0.9960
6 C -1.7349 0.4825 -0.0999
7 C -0.4657 1.2383 -0.5808
8 N -0.0602 2.0713 0.1911
9 C 0.4439 1.2205 1.2825
10 H 1.1593 0.4723 1.0790
11 C -0.6771 0.2583 1.8500
12 C -1.6472 1.3907 2.5271
13 H -1.2548 2.0375 3.5662
14 H -2.0063 2.0666 1.9855
15 C -2.9859 0.7541 3.1572
16 O -3.6437 1.6114 3.9505
17 H -4.5738 1.2813 4.3443
18 H -3.4012 0.1812 2.4976
19 H -2.7463 -0.1836 3.8830
20 H -0.2827 -0.3937 2.7738
21 H 0.8905 1.8712 2.0733
22 C 1.1576 2.8383 -0.1656
23 C 2.2294 2.2134 -0.8234
24 C 2.5078 1.7945 -1.9972
25 C 3.5241 1.2856 -2.5646
26 C 4.3160 1.1814 -1.1657
27 S 3.5570 2.0839 0.3047
28 C 5.7201 0.5295 -1.1280
29 H 6.5836 1.4113 -0.6314
30 H 6.0875 0.1986 -1.8703
31 H 5.7384 -0.1913 -0.3536
32 H 3.8992 0.9927 -3.3210
33 H 1.6209 1.9966 -2.8442
34 H 0.4908 3.7122 -0.8623
35 H 1.2931 3.6358 0.7109
36 H 0.1145 0.3104 -1.2793
37 H -1.0643 1.9428 -1.6656
38 H -2.4471 0.9777 0.3014
39 H -2.1930 -0.2683 -0.9627
40 H -0.4007 -2.2524 1.5203
41 H 0.1300 -1.5481 0.2640
42 H -2.4834 -2.7395 0.4245
43 C -2.4995 -3.9516 -1.8840
44 H -2.1662 -4.8974 -1.9717
45 H -2.8260 -3.5696 -2.9939
46 H -3.6277 -4.0589 -1.1895
47 H -0.5194 -3.1035 -2.9974
48 H 0.2529 -3.9167 -1.6412
49 H 0.2602 -2.2241 -1.9697

Forces on atoms 1 to 2 (eV/Å):
C -4.682 5.161 -0.427
C 8.307 2.350 -3.090

- Among the records above, which one has the lowest F_max?
  C33H29Br2CsN11O3S2

- The lowest F_max belongs to which entry?
  C33H29Br2CsN11O3S2

- Number 3 is which compound?
  C17H28N2OS

Repeat the third record exactly.
Density functional theory data (ωB97M-V/def2-TZVPD) for C17H28N2OS as an isolated structure.

Output
Total charge: 0
F_max: 19.59 eV/Å
Gap between HOMO and LUMO: 7.85 eV
2S+1: 1
ΔE to the lowest compared entry with this formula, charge and spin: 622.79 kcal/mol
HOMO: -7.8 eV

Element x y z (Å)
1 C -0.2589 -3.1621 -1.9797
2 C -1.6765 -3.1803 -1.2298
3 C -1.9017 -2.6145 -0.1612
4 C -0.8682 -1.6147 0.6505
5 N -1.5645 -0.1716 0.9960
6 C -1.7349 0.4825 -0.0999
7 C -0.4657 1.2383 -0.5808
8 N -0.0602 2.0713 0.1911
9 C 0.4439 1.2205 1.2825
10 H 1.1593 0.4723 1.0790
11 C -0.6771 0.2583 1.8500
12 C -1.6472 1.3907 2.5271
13 H -1.2548 2.0375 3.5662
14 H -2.0063 2.0666 1.9855
15 C -2.9859 0.7541 3.1572
16 O -3.6437 1.6114 3.9505
17 H -4.5738 1.2813 4.3443
18 H -3.4012 0.1812 2.4976
19 H -2.7463 -0.1836 3.8830
20 H -0.2827 -0.3937 2.7738
21 H 0.8905 1.8712 2.0733
22 C 1.1576 2.8383 -0.1656
23 C 2.2294 2.2134 -0.8234
24 C 2.5078 1.7945 -1.9972
25 C 3.5241 1.2856 -2.5646
26 C 4.3160 1.1814 -1.1657
27 S 3.5570 2.0839 0.3047
28 C 5.7201 0.5295 -1.1280
29 H 6.5836 1.4113 -0.6314
30 H 6.0875 0.1986 -1.8703
31 H 5.7384 -0.1913 -0.3536
32 H 3.8992 0.9927 -3.3210
33 H 1.6209 1.9966 -2.8442
34 H 0.4908 3.7122 -0.8623
35 H 1.2931 3.6358 0.7109
36 H 0.1145 0.3104 -1.2793
37 H -1.0643 1.9428 -1.6656
38 H -2.4471 0.9777 0.3014
39 H -2.1930 -0.2683 -0.9627
40 H -0.4007 -2.2524 1.5203
41 H 0.1300 -1.5481 0.2640
42 H -2.4834 -2.7395 0.4245
43 C -2.4995 -3.9516 -1.8840
44 H -2.1662 -4.8974 -1.9717
45 H -2.8260 -3.5696 -2.9939
46 H -3.6277 -4.0589 -1.1895
47 H -0.5194 -3.1035 -2.9974
48 H 0.2529 -3.9167 -1.6412
49 H 0.2602 -2.2241 -1.9697

Forces on atoms 1 to 2 (eV/Å):
C -4.682 5.161 -0.427
C 8.307 2.350 -3.090